64
Properties=species:S:1:pos:R:3:lowdin_charge:R:1 method="wB97M-V/def2-TZVPD" total_energy_ha=-4302.9224 spin_multiplicity=2 de_lowest_kcal_mol=28.6 largest_force_ev_per_a=1.0 s2=0.766 gap_ev="4.93 / 5.85" total_charge=-2
Hg -1.8494 -0.6862 0.2089 0.781
C -0.7804 -0.2604 3.9704 -0.226
N -1.2112 -1.2856 3.0587 -0.026
C -1.8592 -2.2950 3.5026 -0.167
C -2.4776 -3.2851 2.7013 -0.393
C -3.1787 -4.4162 3.1641 -0.125
C -3.6792 -5.0487 2.0368 -0.172
C -3.2666 -4.2709 0.9499 -0.254
N -2.5468 -3.2259 1.3400 -0.024
C 0.6679 0.0868 3.7444 -0.217
C 1.6749 -0.5556 4.4553 -0.055
C 3.0075 -0.2529 4.2323 -0.114
C 3.3491 0.7014 3.2882 -0.122
C 2.3531 1.3477 2.5739 -0.110
C 1.0206 1.0459 2.8001 -0.057
H -0.9318 -0.5603 5.0292 0.106
H -1.3812 0.6359 3.7689 0.119
H -1.9982 -2.4216 4.5951 0.111
H -3.2974 -4.7127 4.1958 0.070
H -4.2760 -5.9480 1.9955 0.057
H -3.4696 -4.4428 -0.0964 0.074
H 1.4214 -1.3059 5.1931 0.104
H 3.7792 -0.7543 4.8044 0.088
H 4.3913 0.9336 3.1075 0.089
H 2.6200 2.0826 1.8251 0.094
H 0.2479 1.5330 2.2246 0.110
C 0.7485 3.2025 -0.8542 -0.056
C 0.7228 1.8954 -1.6439 -0.214
N 2.0037 1.2101 -1.5657 -0.106
C 2.9967 1.5811 -2.5394 -0.236
C 2.9244 0.7284 -3.8097 -0.071
C 2.1842 0.2505 -0.6190 -0.461
C 3.5898 -0.3090 -0.4677 -0.019
N 1.2097 -0.0933 0.1202 0.106
H -0.2369 3.6599 -0.8518 0.081
H 1.4607 3.9114 -1.2812 0.059
H 1.0282 2.9972 0.1753 0.055
H 0.4807 2.0917 -2.6923 0.118
H -0.0416 1.2391 -1.2226 0.054
H 4.0004 1.5129 -2.1132 0.098
H 2.8328 2.6305 -2.8017 0.112
H 3.1243 -0.3158 -3.5863 0.063
H 3.6519 1.0717 -4.5423 0.064
H 1.9317 0.7921 -4.2440 0.065
H 4.2866 0.4942 -0.2250 0.072
H 3.9255 -0.8068 -1.3774 0.067
H 3.6032 -1.0226 0.3558 0.074
H 1.4286 -0.7902 0.8189 0.046
F -5.2018 3.3512 1.0872 0.089
B -3.9083 3.5587 0.6237 -1.360
F -3.1863 2.3778 0.6371 0.051
F -3.2807 4.4993 1.4415 0.077
F -3.9616 4.0679 -0.6706 0.082
Br -1.0552 -0.3394 -7.2236 0.584
C -1.3551 -0.4959 -5.3046 -0.689
C -2.3491 0.2523 -4.7152 -0.164
C -2.5359 0.1358 -3.3418 -0.151
C -1.7519 -0.7046 -2.5646 -0.210
C -0.7788 -1.4541 -3.2076 -0.171
C -0.5650 -1.3592 -4.5784 -0.183
H -2.9746 0.9088 -5.3034 0.088
H -3.3124 0.7285 -2.8802 0.088
H -0.1649 -2.1414 -2.6413 0.076
H 0.1955 -1.9566 -5.0632 0.084

70
Properties=species:S:1:pos:R:3:lowdin_charge:R:1 method="wB97M-V/def2-TZVPD" total_energy_ha=-5611.4045 spin_multiplicity=1 de_lowest_kcal_mol=23.9 largest_force_ev_per_a=3.7 gap_ev=5.83 total_charge=+1
Ta 2.0838 -0.1943 1.2573 1.672
C 2.9184 -3.8843 0.7598 -0.032
O 1.8459 -2.9765 0.4648 -0.153
C 0.7717 -3.5341 -0.1760 -0.209
C 0.6000 -4.8826 -0.4173 -0.045
C -0.5943 -5.3112 -0.9882 -0.664
Br -0.8355 -7.1547 -1.2995 0.801
C -1.5926 -4.4236 -1.3215 -0.050
C -1.3830 -3.0568 -1.1343 -0.063
C -0.1977 -2.6279 -0.5586 -0.165
O 0.0657 -1.2944 -0.2836 -0.071
C -2.4576 -2.1201 -1.4983 -0.282
N -3.7197 -2.3788 -1.3544 0.199
C -4.3850 -1.2518 -1.8258 -0.215
C -5.7536 -1.0006 -1.9117 -0.004
C -6.1485 0.2047 -2.4548 -0.078
C -5.2103 1.1466 -2.9086 -0.081
C -3.8520 0.9142 -2.8274 -0.019
C -3.4637 -0.2995 -2.2711 -0.189
N -2.2201 -0.8637 -2.0227 0.151
H 2.5904 -4.6439 1.4692 0.111
H 3.7154 -3.3021 1.1974 0.062
H 3.2773 -4.3538 -0.1557 0.117
H 1.3541 -5.6111 -0.1646 0.106
H -2.5403 -4.7535 -1.7218 0.121
H -0.7733 -0.8068 -0.3574 0.071
H -6.4664 -1.7383 -1.5688 0.117
H -7.2023 0.4317 -2.5433 0.106
H -5.5625 2.0744 -3.3394 0.106
H -3.1333 1.6383 -3.1898 0.109
H -1.3571 -0.5561 -2.4383 0.127
O 3.0308 2.6955 2.1598 -0.102
P 3.8759 1.4507 2.6559 0.279
O 4.8658 1.7045 3.6760 -0.167
O 2.7068 0.4050 2.9088 -0.409
O 4.4978 0.9701 1.2092 -0.280
P 4.7044 -0.5642 0.6319 0.270
O 4.5101 -1.3883 2.0041 -0.149
O 5.9608 -0.7832 -0.0420 -0.164
O 3.3351 -0.7871 -0.1055 -0.420
H 3.3633 3.5300 2.5165 0.126
H 5.3671 -1.6132 2.3973 0.133
C -1.8151 -0.1146 2.0580 -0.199
Si -0.2136 0.8568 2.2166 0.533
C -0.0315 1.4553 3.9840 -0.212
C -0.3478 2.4319 1.1598 -0.317
C -1.2583 3.3990 1.6001 -0.092
C -1.4639 4.5812 0.9062 -0.063
C -0.7630 4.8198 -0.2677 -0.066
C 0.1593 3.8844 -0.7100 -0.097
C 0.3934 2.6964 -0.0049 -0.325
Si 1.7227 1.5828 -0.7205 0.573
C 3.2844 2.4750 -1.1974 -0.183
C 1.0088 0.7940 -2.2612 -0.173
H -2.6009 0.3706 2.6409 0.045
H -1.7134 -1.1383 2.4270 0.037
H -2.1719 -0.1652 1.0249 0.018
H -0.9886 1.8055 4.3745 0.041
H 0.6840 2.2774 4.0352 0.032
H 0.3227 0.6681 4.6542 0.033
H -1.8203 3.2269 2.5131 0.103
H -2.1713 5.3117 1.2768 0.112
H -0.9240 5.7313 -0.8286 0.111
H 0.7126 4.0855 -1.6234 0.101
H 3.0530 3.2674 -1.9124 0.046
H 3.9841 1.7847 -1.6758 0.047
H 3.7866 2.9246 -0.3444 0.022
H 1.2550 1.4328 -3.1127 0.055
H -0.0735 0.7502 -2.1736 0.004
H 1.3987 -0.2048 -2.4665 0.042

95
Properties=species:S:1:pos:R:3:lowdin_charge:R:1 method="wB97M-V/def2-TZVPD" total_energy_ha=-14485.5902 spin_multiplicity=1 largest_force_ev_per_a=7.0 gap_ev=10.91 total_charge=0
C 9.3832 15.1138 17.1074 -1.443
Cl 7.8496 14.5884 16.4219 0.524
Cl 10.7306 13.9162 16.6499 0.493
Cl 9.1264 15.3307 18.8457 0.594
H 9.4452 16.1156 16.6823 -0.002
C 9.3107 7.0662 19.1829 -1.464
Cl 8.1564 8.1550 18.3593 0.497
Cl 9.1237 7.0035 20.9493 0.507
Cl 10.9442 7.7036 18.7695 0.473
H 9.1028 6.1301 18.6646 0.017
C 13.8336 8.2218 26.1549 -1.488
Cl 13.9805 9.5027 24.9892 0.610
Cl 15.4698 7.5537 26.3417 0.539
Cl 12.7101 7.0287 25.4881 0.526
H 13.4012 8.5476 27.1009 0.034
C 16.9964 15.0455 21.2272 -1.570
Cl 18.2230 15.6818 20.1875 0.536
Cl 15.8354 16.3580 21.5594 0.498
Cl 17.6235 14.4541 22.7644 0.530
H 16.5714 14.2455 20.6210 -0.012
C 12.6587 18.4044 16.4867 -1.524
Cl 14.1929 19.1697 16.2194 0.544
Cl 12.9672 17.3700 17.8730 0.505
Cl 12.0802 17.4222 15.0739 0.485
H 11.8549 19.0901 16.7548 0.023
C 11.1555 9.6612 22.9177 -1.504
Cl 10.4171 9.6318 24.4873 0.584
Cl 10.0592 10.3126 21.6604 0.543
Cl 11.7993 8.0398 22.4841 0.494
H 11.9931 10.3584 22.9422 -0.014
C 12.1545 17.8725 26.1389 -1.537
Cl 12.3920 17.3825 24.4441 0.568
Cl 10.9958 19.2679 26.3573 0.475
Cl 13.6134 18.2639 26.9420 0.575
H 11.5747 17.0345 26.5257 0.009
C 16.9820 14.4623 16.1651 -1.454
Cl 17.5957 16.2066 16.2201 0.469
Cl 15.3297 14.5552 15.6830 0.505
Cl 16.8532 13.5679 17.6943 0.530
H 17.5675 13.8008 15.5266 0.026
C 13.1174 9.9822 16.2786 -1.565
Cl 14.0349 11.5193 16.6358 0.489
Cl 13.9818 8.8821 15.2037 0.542
Cl 11.4580 10.2111 15.9453 0.585
H 13.1280 9.5921 17.2964 -0.021
C 13.9937 12.6644 25.7433 -0.083
C 13.5881 13.9760 24.9482 -0.145
O 12.2028 14.1557 25.1109 0.005
C 11.7507 12.9482 25.7305 -0.582
O 10.5586 12.7485 25.9132 0.103
O 12.6962 12.2789 26.1672 0.092
H 14.7537 12.8947 26.4900 0.133
H 14.4468 11.9184 25.0904 0.059
H 13.8522 13.8382 23.8997 0.109
H 14.2118 14.8048 25.2831 0.116
C 8.1800 15.2924 23.8575 -0.092
C 8.4668 14.0044 23.0224 -0.066
O 9.5258 14.3547 22.1044 0.014
C 9.8742 15.6178 22.3253 -0.651
O 10.5194 16.2590 21.5816 0.136
O 9.2658 16.0728 23.4229 0.047
H 8.2606 15.2108 24.9415 0.129
H 7.1816 15.7035 23.7083 0.126
H 7.6383 13.8502 22.3311 0.127
H 8.6528 13.0990 23.6001 0.123
C 12.4730 13.6965 21.1867 -0.116
C 11.9504 13.4687 19.7474 -0.149
O 12.3306 12.1359 19.4266 0.000
C 13.1989 11.7028 20.4361 -0.503
O 13.8494 10.6319 20.4935 0.074
O 13.2931 12.5869 21.4168 0.039
H 11.7160 13.5783 21.9621 0.111
H 13.1051 14.5494 21.4338 0.120
H 12.5012 14.1985 19.1540 0.112
H 10.8687 13.5787 19.6705 0.065
C 15.2325 6.5284 21.0112 -0.098
C 14.6284 6.2089 22.4143 -0.164
O 15.4304 5.1506 22.8710 0.048
C 15.9040 4.4821 21.7861 -0.556
O 16.1773 3.3290 21.7038 0.170
O 15.8997 5.3164 20.7247 0.057
H 15.8662 7.4013 21.1677 0.112
H 14.5369 6.8226 20.2253 0.132
H 13.6268 5.7916 22.5181 0.103
H 14.6497 7.0381 23.1215 0.080
C 17.1250 8.4257 18.6650 -0.129
C 17.7926 9.6195 18.0230 -0.097
O 17.5628 10.7096 18.9106 0.052
C 16.9893 10.2765 19.9782 -0.587
O 16.7035 11.0789 20.8702 0.106
O 16.7193 8.9710 19.8843 0.055
H 17.8148 7.5839 18.7253 0.139
H 16.2978 8.1180 18.0253 0.129
H 17.3805 9.8961 17.0526 0.132
H 18.8428 9.3281 18.0024 0.133